[1]
DFT (ωB97M-V/def2-TZVPD) results for a molecular structure, C36H88N2O10V.

Last column: Mulliken spin population.
Geometry (Å):
V 5.201 18.466 -14.428  2.7743
C 5.493 16.708 -18.297  -0.0038
C 5.155 15.430 -17.548  0.0099
C 5.565 14.310 -18.482  -0.0024
C 5.353 12.867 -17.949  0.0000
C 6.087 12.698 -16.594  0.0000
C 5.837 13.910 -15.547  -0.0029
N 5.910 15.265 -16.239  0.0270
O 5.944 16.362 -15.280  0.0163
C 7.040 13.840 -14.487  -0.0043
C 4.434 13.671 -14.922  0.0003
C 3.570 15.329 -17.404  -0.0034
H 5.346 17.551 -17.622  0.0258
H 4.931 16.876 -19.216  0.0004
H 6.537 16.668 -18.609  -0.0002
H 6.647 14.301 -18.612  0.0000
H 5.133 14.485 -19.467  0.0004
H 5.672 12.152 -18.708  0.0000
H 4.284 12.694 -17.827  0.0000
H 7.160 12.545 -16.708  0.0001
H 5.666 11.797 -16.148  -0.0002
H 6.876 14.547 -13.673  -0.0012
H 8.084 14.020 -14.740  -0.0001
H 7.073 12.883 -13.966  0.0002
H 4.474 12.801 -14.267  0.0001
H 3.571 13.442 -15.547  -0.0003
H 3.958 14.470 -14.353  -0.0019
H 3.114 14.404 -17.755  -0.0001
H 3.151 16.193 -17.920  0.0012
H 3.209 15.473 -16.386  0.0000
C 7.122 22.927 -12.702  -0.0022
C 6.329 22.091 -11.696  -0.0008
C 5.978 23.020 -10.487  0.0000
C 4.743 23.822 -10.680  0.0006
C 3.577 22.858 -10.987  0.0011
C 3.804 21.929 -12.285  -0.0021
N 5.097 21.301 -12.178  -0.0179
O 5.425 20.507 -13.438  0.0783
C 3.624 23.017 -13.386  -0.0045
C 2.581 20.926 -12.241  0.0108
C 7.324 21.066 -11.111  0.0012
H 8.127 23.135 -12.335  -0.0003
H 6.623 23.887 -12.836  0.0001
H 7.198 22.512 -13.707  0.0007
H 6.768 23.729 -10.244  -0.0001
H 5.824 22.369 -9.626  0.0000
H 4.775 24.570 -11.472  -0.0001
H 4.479 24.296 -9.735  0.0001
H 2.627 23.382 -10.887  -0.0004
H 3.569 22.148 -10.160  -0.0001
H 4.492 23.643 -13.591  0.0003
H 2.752 23.628 -13.151  0.0000
H 3.357 22.536 -14.326  -0.0010
H 2.476 20.406 -11.289  0.0031
H 2.624 20.068 -12.913  0.0043
H 1.593 21.358 -12.399  0.0001
H 6.907 20.254 -10.515  -0.0016
H 8.058 21.437 -10.395  0.0004
H 7.893 20.546 -11.882  -0.0005
C 9.454 14.756 -17.429  -0.0005
C 9.594 15.965 -16.499  0.0003
C 10.692 16.963 -16.924  -0.0001
O 8.414 16.785 -16.570  0.0065
H 10.402 14.411 -17.842  0.0001
H 8.791 15.006 -18.257  0.0000
H 9.014 13.897 -16.922  -0.0001
H 9.894 15.621 -15.509  0.0001
H 10.623 17.536 -17.849  0.0001
H 11.563 16.340 -17.125  0.0001
H 11.130 17.608 -16.163  0.0000
H 7.702 16.360 -16.086  0.0036
C 3.844 18.806 -8.541  -0.0013
C 2.634 18.129 -7.942  0.0000
C 2.481 16.596 -8.094  0.0000
O 2.545 18.399 -6.577  0.0000
H 3.929 18.567 -9.601  0.0000
H 4.694 18.292 -8.092  0.0001
H 3.880 19.891 -8.637  0.0000
H 1.722 18.497 -8.412  0.0000
H 3.295 16.197 -8.700  0.0000
H 1.553 16.346 -8.607  0.0000
H 2.460 15.919 -7.240  0.0000
H 3.466 18.390 -6.308  0.0000
C 8.567 16.358 -12.152  -0.0046
C 8.390 17.867 -12.350  0.0185
C 9.353 18.338 -13.484  -0.0111
O 7.082 18.139 -12.666  0.0014
H 7.888 15.951 -11.403  0.0000
H 9.499 16.160 -11.622  -0.0004
H 8.454 15.819 -13.093  0.0002
H 8.613 18.288 -11.370  0.0025
H 8.977 18.186 -14.496  0.0049
H 10.397 18.071 -13.321  -0.0002
H 9.396 19.421 -13.372  0.0007
H 6.919 19.049 -12.406  -0.0129
C 7.911 19.917 -17.911  -0.0005
C 7.322 20.215 -16.545  0.0035
C 6.378 21.465 -16.695  0.0020
O 6.687 19.017 -16.172  -0.0113
H 8.726 20.638 -17.980  0.0002
H 7.274 20.109 -18.774  0.0007
H 8.373 18.937 -18.037  -0.0002
H 8.144 20.393 -15.852  -0.0007
H 5.544 21.309 -17.379  0.0000
H 6.987 22.234 -17.171  -0.0008
H 6.078 21.863 -15.726  0.0034
H 7.316 18.344 -16.442  0.0075
C 1.771 18.692 -21.567  0.0001
C 2.459 18.520 -20.101  0.0002
C 3.798 19.377 -20.045  -0.0017
O 1.501 19.027 -19.224  -0.0002
H 2.445 18.604 -22.420  0.0000
H 1.203 19.615 -21.681  0.0000
H 1.009 17.920 -21.676  0.0000
H 2.624 17.496 -19.766  0.0000
H 4.555 18.953 -20.704  0.0000
H 4.142 19.539 -19.023  -0.0022
H 3.577 20.404 -20.336  0.0000
H 0.741 18.447 -19.141  0.0000
C 2.967 19.824 -16.022  0.0843
O 3.302 18.696 -15.314  0.0114
H 2.895 20.681 -15.352  -0.0089
H 3.809 20.143 -16.637  -0.0436
H 2.109 19.743 -16.689  0.0017
H 2.482 18.334 -14.969  0.0109
C 1.021 16.254 -13.407  -0.0001
O 1.477 17.659 -13.291  0.0002
H 1.822 15.591 -13.735  -0.0006
H 0.712 15.978 -12.399  0.0000
H 0.307 16.102 -14.217  0.0001
H 0.703 18.066 -12.896  -0.0001
C 4.446 16.329 -11.896  0.0039
O 4.147 17.358 -12.787  0.0225
H 4.771 15.381 -12.326  0.0000
H 5.203 16.665 -11.188  -0.0011
H 3.541 16.095 -11.335  0.0008
H 3.201 17.520 -12.771  0.0062

The value obtained for the LUMO energy (spin up / spin down) is -0.06 / -0.06 eV. As for the total energy: -87895.2982 eV. As for the HOMO energy (spin up / spin down): -6.12 / -6.16 eV. As for the energy above the lowest of the compared OMol25 structures with the same formula, charge and spin: 45.0 kcal/mol. As for the spin multiplicity: 4.

[2]
DFT (ωB97M-V/def2-TZVPD) results for 8 unconnected molecules or ions with the total composition C36H89N5O11.

Last column: Mulliken charge in e.
Geometry (Å):
C 1.556 0.320 0.718  -1.8845
C 0.169 0.720 0.203  1.1399
C -0.457 1.876 0.953  -0.0160
O -1.622 2.305 0.272  -0.1927
C -2.023 3.595 0.662  -0.3945
N 0.403 1.022 -1.249  -0.7247
H 2.217 1.190 0.784  0.2931
H 2.088 -0.299 -0.003  0.4243
H 1.500 -0.157 1.699  0.4738
H -0.486 -0.150 0.315  -0.1055
H 0.357 2.606 1.036  -0.5616
H -0.792 1.575 1.951  0.5224
H -1.279 4.388 0.765  0.0336
H -2.531 3.426 1.624  0.3734
H -2.791 4.016 0.010  0.0275
H -0.271 1.773 -1.438  0.3381
H -0.087 0.254 -1.708  0.0998
C -5.876 0.978 4.910  -1.4058
C -6.563 1.265 3.581  0.3170
C -6.023 2.532 2.892  0.0464
O -6.227 3.662 3.735  -0.4371
C -5.050 4.373 4.109  -0.6157
N -6.422 0.158 2.617  -0.5870
H -5.815 1.913 5.479  0.3299
H -4.820 0.731 4.758  0.3103
H -6.361 0.267 5.577  0.3495
H -7.628 1.399 3.782  0.4551
H -6.650 2.753 2.027  0.0876
H -4.972 2.454 2.597  -0.0573
H -4.674 4.733 3.146  0.2352
H -4.374 3.810 4.756  0.2788
H -5.347 5.250 4.684  0.2513
H -7.161 -0.498 2.853  0.3128
H -5.566 -0.336 2.856  0.1391
C -1.205 -2.508 -6.781  -1.4827
C -1.031 -2.695 -5.257  0.5395
C -1.986 -1.788 -4.478  -0.8057
O -1.721 -1.802 -3.102  -0.2014
C -2.779 -1.234 -2.341  -0.7806
N -1.168 -4.096 -4.893  -0.6232
H -2.246 -2.653 -7.069  0.3408
H -0.591 -3.214 -7.334  0.4103
H -0.861 -1.483 -6.925  0.3857
H 0.010 -2.429 -5.050  0.2173
H -3.028 -2.026 -4.731  0.3436
H -1.887 -0.770 -4.888  0.3422
H -3.639 -1.905 -2.349  0.4026
H -3.018 -0.266 -2.791  0.3922
H -2.448 -1.023 -1.326  0.0762
H -1.850 -4.646 -5.393  0.2343
H -1.317 -4.161 -3.894  0.2138
C 1.572 5.678 -1.851  -0.5694
C 1.921 4.265 -2.240  -0.4724
O 2.155 3.427 -1.127  -0.2484
O 0.310 5.837 -1.222  -0.5116
H 1.619 6.179 -2.827  0.3777
H 2.415 6.035 -1.253  0.3062
H 2.873 4.421 -2.775  0.2989
H 1.295 3.845 -3.034  0.4655
H 1.760 2.576 -1.378  0.0840
H 0.272 6.728 -0.864  0.3016
C 1.234 5.279 2.550  -0.1167
C 2.604 5.119 1.905  0.0789
O 3.341 6.340 1.748  -0.5814
O 1.324 5.818 3.853  -0.5823
H 0.789 4.285 2.559  0.0764
H 0.610 5.898 1.893  0.1765
H 2.390 4.627 0.952  -0.0953
H 3.233 4.539 2.584  0.4061
H 4.268 6.128 1.630  0.3235
H 1.809 6.646 3.759  0.3589
C -6.150 2.333 -1.096  0.0098
C -5.818 3.801 -1.165  -0.3201
O -6.287 4.503 -0.035  -0.4439
O -7.501 1.944 -1.284  -0.5693
H -5.819 1.935 -0.129  -0.0080
H -5.471 1.775 -1.742  0.2513
H -6.230 4.127 -2.129  0.3559
H -4.734 3.911 -1.267  0.1709
H -6.047 5.431 -0.097  0.2573
H -8.129 2.567 -0.909  0.3287
C 9.156 -1.021 -0.769  -1.4820
C 8.596 0.172 -1.614  1.7817
C 8.819 -0.070 -3.123  -1.4355
C 7.997 -1.187 -3.797  -0.6147
C 6.502 -0.904 -3.661  -1.1837
C 6.144 -0.527 -2.196  1.7788
N 7.147 0.334 -1.565  0.1339
O 6.752 0.776 -0.285  -0.4483
C 4.786 0.187 -2.187  -2.4017
C 6.101 -1.859 -1.419  -1.7665
C 9.280 1.485 -1.209  -1.9544
H 8.394 -1.191 -0.009  0.2533
H 10.081 -0.740 -0.269  0.4338
H 9.345 -1.901 -1.380  0.3059
H 8.541 0.817 -3.706  0.4110
H 9.883 -0.110 -3.377  0.4506
H 8.253 -2.158 -3.370  0.2966
H 8.279 -1.167 -4.850  0.3936
H 5.870 -1.764 -3.872  0.4496
H 6.234 -0.040 -4.273  0.3785
H 4.402 0.471 -1.206  0.4300
H 4.924 1.168 -2.651  0.5215
H 3.988 -0.325 -2.724  0.4519
H 5.679 -1.669 -0.424  0.3883
H 5.318 -2.549 -1.757  0.4541
H 7.032 -2.415 -1.433  0.3537
H 9.054 1.738 -0.176  0.3974
H 8.929 2.315 -1.825  0.4184
H 10.350 1.413 -1.407  0.4309
H 6.682 0.007 0.308  0.3560
C -2.680 -4.641 4.587  -1.7466
C -3.097 -4.486 3.115  1.7791
C -2.465 -3.197 2.569  -1.4245
C -1.056 -3.285 1.995  0.1438
C -0.825 -4.537 1.130  -0.9214
C -1.441 -5.858 1.705  1.3327
N -2.717 -5.654 2.341  0.4986
O -3.320 -6.827 2.794  -0.5110
C -1.553 -6.845 0.563  -1.9464
C -0.361 -6.352 2.742  -1.8576
C -4.625 -4.304 3.020  -1.8044
H -1.593 -4.501 4.665  0.3776
H -2.831 -5.608 5.062  0.3689
H -3.028 -3.810 5.205  0.4436
H -3.124 -2.697 1.853  0.4864
H -2.400 -2.465 3.380  0.3899
H -0.355 -3.235 2.832  0.3827
H -0.922 -2.398 1.372  -0.3902
H 0.253 -4.628 1.026  0.4325
H -1.379 -4.416 0.196  0.2034
H -0.608 -7.144 0.115  0.3876
H -2.131 -7.720 0.865  0.4485
H -2.160 -6.423 -0.246  0.4160
H 0.429 -6.929 2.253  0.4618
H 0.047 -5.542 3.341  0.3417
H -0.786 -7.132 3.380  0.3588
H -5.114 -4.901 3.790  0.3866
H -5.027 -4.602 2.047  0.4443
H -4.962 -3.266 3.058  0.2344
H -3.955 -7.084 2.115  0.3297

The value obtained for the LUMO energy is 0.41 eV. As for the total energy: -68741.0863 eV. As for the HOMO energy: -8.07 eV. As for the energy above the lowest of the compared OMol25 structures with the same formula, charge and spin: 37.4 kcal/mol. As for the spin multiplicity: 1.

[3]
DFT (ωB97M-V/def2-TZVPD) results for a molecular structure, C36H90AsF6Mg2N2O24.

Last column: Mulliken charge in e.
Geometry (Å):
Mg 2.555 -2.126 0.541  1.6921
Mg -2.040 1.465 2.257  2.1901
N -2.440 -0.866 4.278  0.5002
O -2.502 0.007 3.422  -0.3582
O -2.296 -0.491 5.392  -0.6100
O -2.415 -2.063 4.035  -0.6568
N 0.310 0.141 0.481  -0.2699
O -0.502 0.473 1.355  -1.0386
O 1.054 -0.838 0.653  -0.7582
O 0.365 0.744 -0.582  -0.2356
As -5.271 2.475 3.295  1.9412
F -5.081 4.153 3.901  -0.5117
F -3.617 2.371 2.775  -0.2156
F -5.545 0.750 2.863  -0.4582
F -6.959 2.499 3.893  -0.5047
F -5.777 3.033 1.668  -0.4918
F -4.729 1.957 4.957  -0.5047
C 2.252 -1.846 -5.962  -1.0158
O 1.942 -0.811 -5.031  0.1455
C 2.156 0.507 -5.575  -1.1916
C 2.031 1.632 -4.573  0.0949
O 3.003 1.602 -3.592  -0.3537
C 3.193 2.864 -2.922  -1.0131
H 1.960 -2.785 -5.491  0.2791
H 3.327 -1.927 -6.124  0.3842
H 1.711 -1.737 -6.902  0.3298
H 1.400 0.734 -6.327  0.3808
H 3.168 0.486 -5.981  0.3859
H 1.052 1.605 -4.094  -0.1586
H 2.021 2.593 -5.087  0.8004
H 3.856 2.699 -2.073  0.3588
H 2.275 3.297 -2.526  0.2322
H 3.685 3.562 -3.601  0.4252
C -1.304 3.776 -4.161  -0.3962
O -2.161 2.660 -3.887  -0.0879
C -2.479 1.797 -4.991  -0.5202
C -3.468 0.784 -4.427  -0.7949
O -3.060 0.126 -3.244  -0.1651
C -2.071 -0.870 -3.431  -0.1049
H -1.787 4.362 -4.943  0.3823
H -0.318 3.421 -4.459  0.1099
H -1.158 4.376 -3.262  -0.0418
H -1.634 1.290 -5.456  0.2391
H -3.025 2.442 -5.679  0.4537
H -3.641 0.037 -5.202  0.4175
H -4.412 1.313 -4.294  0.4043
H -1.715 -1.280 -2.486  -0.3687
H -1.185 -0.490 -3.941  0.1339
H -2.478 -1.673 -4.047  0.4040
C 1.353 -2.400 -2.417  -0.4265
O 2.454 -2.094 -1.514  -0.3056
C 3.234 -1.079 -2.081  -0.3349
C 4.278 -0.615 -1.059  -1.1904
O 3.910 -0.766 0.328  0.7522
C 4.930 -0.081 1.120  -1.1546
H 0.897 -1.429 -2.611  0.2506
H 0.581 -2.953 -1.881  0.1819
H 1.712 -2.851 -3.342  -0.2035
H 2.621 -0.200 -2.278  -0.2216
H 3.606 -1.323 -3.076  0.5259
H 4.512 0.443 -1.177  0.4867
H 5.249 -1.077 -1.239  0.3593
H 4.709 -0.120 2.186  0.2463
H 4.905 0.964 0.809  0.3371
H 5.936 -0.494 1.036  0.3132
C -3.748 -0.455 0.479  -0.8788
O -3.152 0.783 0.709  0.7856
C -3.348 1.736 -0.358  -0.4065
C -2.734 3.118 0.056  -0.9081
O -1.745 2.935 1.047  -0.0833
C -0.858 4.030 1.082  -0.5233
H -4.822 -0.373 0.308  0.3482
H -3.642 -1.197 1.271  0.2598
H -3.279 -0.943 -0.375  -0.2456
H -4.399 1.843 -0.625  0.5072
H -2.855 1.393 -1.268  -0.1765
H -3.553 3.723 0.445  0.2322
H -2.287 3.657 -0.778  0.5617
H -0.007 3.691 0.491  -0.0180
H -0.474 4.286 2.069  0.2488
H -1.116 4.940 0.541  0.2286
C 2.085 -1.824 3.569  -1.1249
O 2.774 -2.313 2.450  1.1883
C 3.816 -3.215 2.882  -1.0367
C 4.801 -3.529 1.766  -1.1255
O 4.069 -3.396 0.554  1.0415
C 4.804 -3.999 -0.523  -1.4703
H 2.110 -2.467 4.449  0.4983
H 1.036 -1.649 3.328  0.1594
H 2.528 -0.840 3.718  0.1080
H 3.335 -4.114 3.267  0.4453
H 4.474 -2.892 3.688  0.4917
H 5.233 -4.528 1.829  0.4411
H 5.640 -2.834 1.747  0.4987
H 5.695 -3.376 -0.605  0.4260
H 4.318 -3.998 -1.498  0.2179
H 5.131 -5.012 -0.290  0.4034
C -3.345 9.291 -1.225  -0.7344
O -1.987 9.039 -1.257  -0.3815
C -1.625 7.764 -0.907  -0.2936
C -0.144 7.659 -0.824  -0.6622
O 0.319 6.309 -1.086  -0.0177
C 1.716 6.168 -0.976  -0.3074
H -3.545 10.344 -1.420  0.2740
H -3.814 9.000 -0.286  0.3055
H -3.871 8.830 -2.062  0.3043
H -1.967 7.106 -1.706  0.2385
H -1.993 7.417 0.059  0.2592
H 0.301 7.939 0.131  0.3224
H 0.265 8.386 -1.525  0.4625
H 2.069 6.269 0.050  0.3296
H 2.341 6.774 -1.632  0.3634
H 2.059 5.205 -1.354  -0.2754
C 3.168 -7.052 2.412  -1.0005
O 3.018 -6.007 1.538  -0.0283
C 1.874 -6.204 0.664  -1.2313
C 1.564 -5.023 -0.299  -0.9478
O 1.375 -3.689 0.359  0.2573
C 0.329 -3.736 1.368  -1.1701
H 2.401 -7.022 3.186  0.3554
H 4.152 -7.036 2.881  0.2609
H 3.176 -7.989 1.855  0.3466
H 0.935 -6.404 1.180  0.5310
H 2.022 -7.094 0.053  0.6165
H 0.679 -5.285 -0.879  0.6339
H 2.382 -4.920 -1.011  0.2684
H -0.248 -2.848 1.626  0.1487
H 0.643 -4.321 2.232  0.2064
H -0.507 -4.345 1.022  0.5316
C 2.655 2.812 1.595  -0.8305
O 1.536 2.163 2.208  0.3917
C 1.561 2.276 3.601  -0.8910
C 0.206 1.827 4.155  -0.6398
O -1.046 2.356 3.622  0.8213
C -1.511 3.327 4.599  -1.1791
H 3.549 2.757 2.217  0.4689
H 2.576 3.895 1.507  0.2958
H 2.961 2.429 0.622  -0.0450
H 1.785 3.299 3.903  0.4475
H 2.410 1.689 3.950  0.5649
H 0.290 1.695 5.234  0.4967
H 0.154 0.780 3.856  -0.3686
H -0.728 4.083 4.667  0.3668
H -1.709 2.818 5.543  0.2804
H -2.406 3.880 4.316  0.2057
C -3.287 -4.062 -0.783  -0.6426
O -2.953 -4.569 0.489  -0.0853
C -4.131 -4.882 1.215  -0.5621
C -3.942 -5.811 2.416  -0.5458
O -3.583 -7.110 1.942  -0.2917
C -3.414 -8.093 2.936  -0.7935
H -3.997 -3.238 -0.716  0.3669
H -3.568 -4.939 -1.367  0.4253
H -2.429 -3.626 -1.294  -0.1221
H -4.975 -5.316 0.679  0.3830
H -4.535 -3.932 1.566  0.3547
H -4.839 -5.826 3.035  0.4254
H -3.115 -5.407 3.001  0.3038
H -2.968 -8.974 2.475  0.2468
H -4.409 -8.441 3.210  0.3110
H -2.845 -7.720 3.788  0.3054

Its net charge is +1. The value obtained for the LUMO energy is -2.42 eV. As for the total energy: -178930.4839 eV. As for the HOMO energy: -9.90 eV. As for the energy above the lowest of the compared OMol25 structures with the same formula, charge and spin: 0.0 kcal/mol. As for the spin multiplicity: 1.